# 1
62
Properties=species:S:1:pos:R:3:forces:R:3 method="wB97M-V/def2-TZVPD" max_force_ev_per_a=1.48 homo_energy_ev=-7.7568 gap_ha=0.2371 smiles="O=C(COC(=O)c1ccccc1[N+](=O)[O-])Nc1cc(S(=O)(=O)N2CCOCC2)ccc1N1CCCC1"
O -0.559 -1.361 -3.516 0.2 -0.2 -0.2
C -1.067 -1.339 -2.422 -0.6 -0.2 0.2
C -1.923 -2.518 -1.920 0.3 -0.1 -0.6
O -1.947 -2.658 -0.501 -0.2 -0.1 0.2
C -0.768 -2.846 0.102 0.1 0.0 0.0
O 0.293 -2.881 -0.461 -0.1 -0.1 0.0
C -0.931 -3.099 1.567 -0.1 0.2 0.1
C -0.193 -4.141 2.119 -0.1 0.2 -0.1
C -0.360 -4.497 3.447 -0.1 0.0 0.1
C -1.277 -3.825 4.241 0.1 0.0 -0.1
C -2.006 -2.775 3.715 -0.1 0.3 -0.2
C -1.821 -2.404 2.389 0.7 -1.2 0.6
N -2.521 -1.243 1.919 -0.4 0.7 -0.3
O -3.625 -1.025 2.362 -0.1 0.0 0.0
O -1.941 -0.521 1.123 0.0 0.1 0.3
N -1.029 -0.300 -1.561 -0.1 0.2 0.4
C 0.007 0.674 -1.586 0.3 0.1 0.0
C 1.305 0.197 -1.502 -0.1 0.1 -0.1
C 2.375 1.065 -1.426 0.7 -0.2 0.0
S 4.009 0.418 -1.122 0.1 0.1 0.5
O 4.189 -0.814 -1.827 -0.4 -0.2 0.0
O 4.955 1.481 -1.308 -0.3 0.2 0.1
N 4.059 0.038 0.501 0.2 0.2 -1.0
C 3.420 -1.165 0.976 -0.5 -0.4 0.1
C 2.072 -0.866 1.643 0.1 -0.2 -0.2
O 2.191 0.140 2.627 0.1 -0.1 0.2
C 2.694 1.338 2.070 0.2 0.2 -0.1
C 4.081 1.115 1.459 -0.3 0.5 0.3
C 2.159 2.429 -1.465 0.1 0.0 -0.1
C 0.877 2.916 -1.588 0.0 0.0 0.0
C -0.248 2.065 -1.646 0.4 -0.2 0.0
N -1.487 2.605 -1.761 -0.2 0.1 -0.1
C -1.700 3.993 -2.128 0.0 0.3 0.0
C -3.161 4.045 -2.564 0.1 0.0 0.1
C -3.804 2.999 -1.661 0.1 0.0 -0.1
C -2.747 1.897 -1.625 -0.4 -0.3 0.0
H -1.525 -3.427 -2.381 -0.1 0.2 0.0
H -2.965 -2.381 -2.215 0.1 0.0 0.0
H 0.504 -4.668 1.486 0.0 0.0 -0.1
H 0.222 -5.306 3.860 0.0 -0.1 0.0
H -1.417 -4.111 5.272 0.0 0.0 0.1
H -2.707 -2.218 4.318 0.0 0.0 0.0
H -1.498 -0.401 -0.667 0.1 -0.1 -0.4
H 1.481 -0.867 -1.502 -0.1 -0.2 0.0
H 3.295 -1.829 0.121 0.0 -0.2 0.1
H 4.085 -1.638 1.708 0.0 0.0 -0.1
H 1.701 -1.753 2.161 0.0 0.0 -0.1
H 1.335 -0.553 0.889 0.0 -0.1 0.1
H 2.743 2.054 2.893 0.0 0.0 -0.1
H 1.999 1.710 1.301 0.1 0.0 0.1
H 4.437 2.004 0.939 0.0 0.1 0.2
H 4.787 0.855 2.257 0.0 0.1 -0.1
H 3.006 3.093 -1.403 0.1 0.2 0.0
H 0.732 3.983 -1.616 0.0 0.1 0.0
H -1.534 4.652 -1.265 0.1 0.1 -0.1
H -1.022 4.290 -2.933 0.0 0.0 0.1
H -3.251 3.744 -3.608 0.0 0.0 0.0
H -3.594 5.036 -2.446 0.0 0.0 -0.1
H -3.954 3.410 -0.662 0.0 0.0 0.0
H -4.759 2.640 -2.037 0.0 0.0 0.0
H -2.890 1.199 -2.458 -0.1 0.0 0.1
H -2.781 1.346 -0.684 -0.1 0.0 -0.1

=====

# 2
16
Properties=species:S:1:pos:R:3:forces:R:3 method="wB97M-V/def2-TZVPD" max_force_ev_per_a=4.13 homo_energy_ev="-8.0049 / -6.7968" gap_ha="0.2920 / 0.2213"
C 2.652 1.712 -0.334 1.7 0.6 2.0
C -0.916 -1.652 0.492 0.5 0.5 -0.1
C -0.639 -0.797 -0.500 -1.2 0.6 -0.5
C -0.476 -1.059 1.772 -3.0 2.7 -0.9
C 0.086 1.671 -0.559 2.8 0.6 -0.8
C 1.525 1.330 -1.030 -0.9 -1.8 -1.8
C -0.237 0.433 0.075 0.8 -0.7 0.6
N 3.553 2.067 0.345 -1.6 -0.6 -1.4
O -0.033 0.281 1.386 -0.3 -0.2 0.6
H -1.055 -2.677 0.349 -0.7 -1.4 0.0
H -0.906 -0.935 -1.538 0.4 0.0 -0.1
H -1.242 -0.878 2.570 0.7 -0.5 -0.6
H 0.304 -1.622 2.051 3.1 -1.7 1.9
H 0.152 2.587 -0.023 -0.4 0.4 1.1
H -0.466 1.859 -1.411 -1.5 0.3 -1.7
H 1.660 0.617 -1.937 -0.3 1.5 1.8

=====

# 3
13
Properties=species:S:1:pos:R:3:forces:R:3 method="wB97M-V/def2-TZVPD" max_force_ev_per_a=3.04 homo_energy_ev=-9.7173 gap_ha=0.3880 smiles="COCC(N)=O"
C 1.634 0.917 -0.264 0.1 0.0 -0.3
O 0.952 0.300 0.806 0.0 -0.6 -0.3
C 0.233 -0.884 0.507 -0.4 -0.7 -0.1
C -1.150 -0.730 -0.045 -0.6 -0.4 -0.3
N -1.886 0.387 0.069 -0.1 0.1 0.0
O -1.497 -1.714 -0.692 -1.1 0.4 0.0
H 0.949 1.244 -1.057 0.0 -0.1 0.1
H 2.365 0.222 -0.688 0.0 0.1 -0.1
H 2.159 1.797 0.130 -0.2 -0.3 0.0
H 0.232 -1.459 1.434 -0.3 0.1 0.0
H 0.317 -1.684 -0.328 2.6 1.3 1.0
H -2.712 0.439 -0.506 0.0 0.1 0.2
H -1.597 1.166 0.635 0.1 -0.1 -0.1

=====

# 4
59
Properties=species:S:1:pos:R:3:forces:R:3 method="wB97M-V/def2-TZVPD" multiplicity=5 max_force_ev_per_a=0.72 homo_energy_ev="-15.0726 / -16.4758" gap_ha="0.2563 / 0.1672" charge=+3 s2=6.0379
Pt 0.400 -0.049 0.482 0.2 0.0 0.0
Se -0.684 2.145 0.121 0.0 -0.2 0.1
P -2.322 1.486 1.542 0.3 0.6 0.0
Se -1.473 -0.551 1.885 -0.4 -0.4 0.2
C -2.155 2.472 3.003 -0.1 0.1 0.1
C -3.246 3.226 3.452 0.0 -0.1 0.0
C -3.104 4.019 4.578 0.0 0.0 0.0
C -1.889 4.066 5.246 0.0 0.0 0.0
C -0.805 3.312 4.805 0.0 0.0 0.0
C -0.932 2.514 3.686 0.0 -0.1 0.0
C -3.912 1.602 0.786 -0.2 -0.2 -0.1
C -4.303 2.805 0.185 0.1 0.0 0.1
C -5.561 2.900 -0.375 0.0 0.0 0.0
C -6.422 1.807 -0.339 0.0 0.0 0.0
C -6.033 0.614 0.253 0.0 0.0 0.0
C -4.771 0.501 0.813 0.0 0.0 0.0
H -4.196 3.186 2.938 0.0 0.0 0.0
H -3.943 4.600 4.936 0.0 0.0 0.0
H -1.784 4.692 6.122 0.0 0.0 0.0
H 0.133 3.350 5.339 0.0 0.0 0.0
H -0.089 1.918 3.353 0.0 0.0 0.0
H -3.637 3.661 0.165 0.0 0.0 0.0
H -5.878 3.825 -0.836 0.0 0.0 0.0
H -7.406 1.888 -0.781 0.0 0.0 0.0
H -6.712 -0.226 0.280 0.0 0.0 0.0
H -4.471 -0.430 1.280 0.0 0.0 0.0
N 3.679 -3.104 2.788 0.0 0.0 0.0
C 2.300 -3.133 3.399 0.2 0.0 0.0
C 1.384 -2.180 2.623 -0.1 0.3 0.1
O 0.250 -2.079 3.063 -0.1 -0.2 0.0
O 1.913 -1.555 1.638 0.1 -0.1 -0.1
H 3.937 -3.992 2.357 0.0 0.0 0.0
H 4.404 -2.859 3.463 0.0 0.0 0.0
H 3.609 -2.370 2.058 0.0 0.0 0.0
H 2.373 -2.796 4.430 -0.1 0.0 0.0
H 1.917 -4.149 3.385 -0.1 0.0 0.0
C 3.411 0.603 -1.763 0.0 0.0 0.0
As 1.696 -0.273 -1.609 0.0 0.0 -0.3
C 0.739 0.384 -3.153 0.0 0.1 0.0
C 2.149 -2.188 -2.072 0.0 0.0 0.1
C 2.615 -2.344 -3.446 0.0 -0.1 0.0
C 1.678 -2.541 -4.507 -0.1 -0.1 -0.1
C 2.111 -2.760 -5.781 -0.1 0.0 0.1
C 3.499 -2.765 -6.052 0.0 0.0 -0.1
C 4.445 -2.552 -5.020 0.0 0.1 0.2
C 4.010 -2.330 -3.747 0.2 0.1 -0.1
H 3.819 0.497 -2.768 0.0 0.0 0.0
H 4.104 0.199 -1.027 0.0 0.0 0.0
H 3.259 1.663 -1.556 0.0 0.0 0.0
H 1.286 0.225 -4.080 0.0 0.0 0.0
H 0.615 1.458 -3.007 0.0 0.0 0.0
H -0.246 -0.078 -3.205 0.0 0.0 0.0
H 1.234 -2.746 -1.868 0.0 0.1 0.0
H 2.912 -2.432 -1.333 0.0 0.0 0.0
H 0.621 -2.542 -4.274 0.0 0.0 0.0
H 1.416 -2.935 -6.590 0.0 0.0 0.0
H 3.845 -2.926 -7.065 0.0 0.0 0.0
H 5.499 -2.575 -5.259 0.0 0.0 0.0
H 4.713 -2.164 -2.941 0.0 0.0 0.0